(1)
{"formula": "C8H8N2NdO4S", "method": "wB97M-V/def2-TZVPD", "symbols": ["N", "C", "H", "O", "C", "C", "Nd", "C", "C", "H", "O", "H", "C", "C", "H", "H", "O", "C", "N", "H", "H", "H", "O", "S"], "xyz": [[-2.07906, -2.05420, 1.85478], [-3.31443, -4.21362, 1.72499], [-2.64312, -4.57987, 3.74740], [-0.04439, 2.03105, 1.87477], [-0.50095, 1.14233, 1.30303], [-0.75482, 1.42755, -1.36045], [-0.81679, -0.85704, -0.13521], [-2.30558, -4.75148, 2.71616], [-0.91847, -2.79803, 2.12806], [-3.88614, -2.32494, 0.83695], [2.49038, 0.69027, 0.25903], [-4.29594, -4.64996, 1.94253], [-3.43702, -2.69906, 1.76897], [1.51932, 0.14790, -0.02174], [-3.03720, -4.53958, 0.71500], [-2.11477, -5.81921, 2.56130], [1.60320, -1.59233, -2.79454], [0.81129, -1.36628, -1.98971], [-1.03333, -4.05342, 2.53267], [-4.03027, -2.35954, 2.63250], [-2.05017, -1.17824, 2.38925], [-0.16183, -4.49260, 2.82155], [-0.73871, 2.42704, -1.93138], [0.65724, -2.15125, 1.78962]], "mulliken_spin": [-0.01, 0.00, 0.00, 0.00, -0.01, 0.00, 3.05, 0.00, 0.00, 0.00, 0.00, 0.00, 0.00, 0.00, 0.00, 0.00, 0.00, 0.00, 0.00, 0.00, 0.00, 0.00, 0.00, -0.03], "total_charge": 3, "max_force_ev_per_a": 6.3, "e_tot_ev": -45677.263, "s_squared": 3.755, "mol_weight_g_mol": 372.47, "orbital_gap_ev": [7.4, 7.5], "e_homo_ev": [-20.73, -20.75], "spin_multiplicity": 4}


(2)
{"formula": "C8H8N2OS", "method": "wB97M-V/def2-TZVPD", "symbols": ["H", "N", "H", "C", "H", "C", "C", "H", "H", "C", "C", "C", "H", "N", "C", "S", "H", "C", "O", "H"], "xyz": [[-1.26023, 1.43153, 1.52891], [-2.22659, -0.14351, -1.55368], [-2.23892, -0.74459, 1.73719], [2.03474, 0.62744, 0.01961], [0.25884, -2.83555, -0.40067], [-0.20373, 1.82814, -0.15969], [-0.03581, -0.63409, -0.08048], [2.49594, 1.56382, 0.09304], [3.84126, -0.58369, 0.21452], [0.60173, 0.59994, -0.03126], [2.00952, -1.80863, -0.22610], [2.73857, -0.65088, 0.04408], [-3.19814, -0.00284, -1.53775], [-2.69037, -0.98602, 0.92229], [-1.41739, 1.78847, 0.57402], [-1.80437, -0.22169, -0.10440], [2.54199, -2.74330, -0.43738], [0.61714, -1.81749, -0.21439], [0.19624, 2.73671, -0.84028], [-2.26043, 2.59625, 0.45243]], "nbo_charge": [0.21, -1.09, 0.34, -0.14, 0.25, 0.48, -0.17, 0.23, 0.23, -0.15, -0.19, -0.19, 0.37, -1.06, -0.60, 1.74, 0.23, -0.23, -0.52, 0.26], "total_charge": 0, "max_force_ev_per_a": 3.8, "e_tot_ev": -24283.926, "smiles": "N=S1(=N)CC(=O)c2ccccc21", "mol_weight_g_mol": 180.23, "orbital_gap_ev": 9.1, "e_homo_ev": -9.15}


(3)
{"formula": "C8H8N2OS", "method": "wB97M-V/def2-TZVPD", "symbols": ["C", "H", "C", "C", "C", "H", "C", "C", "O", "H", "C", "H", "H", "H", "H", "H", "S", "C", "N", "N"], "xyz": [[0.43389, -0.07168, -0.04970], [0.80906, 2.46394, -0.30548], [0.29712, -1.47935, 0.08313], [1.42177, -2.30900, 0.10404], [-1.69402, -0.54270, 0.20621], [3.71554, 0.10958, -0.35822], [-3.93648, 1.31847, 0.18381], [2.65811, -1.69988, -0.09540], [-0.71225, 0.56451, -0.04150], [1.39927, -3.32626, 0.43262], [1.75195, 1.81628, -0.43847], [-5.08658, 1.19498, 0.13103], [-3.41891, 1.87817, -0.59053], [3.44650, -2.35113, -0.03482], [-3.82021, 1.79171, 1.13432], [2.73594, 2.53955, -0.60351], [-3.40706, -0.37183, 0.33126], [2.78138, -0.32441, -0.12694], [1.66074, 0.50606, -0.17287], [-1.03574, -1.70703, 0.21101]], "nbo_charge": [0.55, 0.28, 0.10, -0.01, 0.33, 0.27, -0.78, -0.17, -0.40, 0.29, 0.22, 0.31, 0.26, 0.28, 0.26, 0.33, 0.58, 0.05, -0.35, -0.40], "total_charge": 2, "max_force_ev_per_a": 3.5, "e_tot_ev": -24266.486, "mol_weight_g_mol": 180.23, "orbital_gap_ev": [4.5, 5.0], "e_homo_ev": [-16.33, -16.60]}


(4)
{"formula": "C8H8N2S", "method": "wB97M-V/def2-TZVPD", "symbols": ["C", "C", "C", "H", "C", "C", "H", "S", "C", "C", "C", "H", "H", "N", "H", "H", "N", "H", "H"], "xyz": [[3.21261, -0.85084, -0.18674], [1.95083, 0.92162, 0.62851], [-3.46062, -0.21584, -0.27660], [-0.19410, 1.10945, -1.89674], [1.13013, 0.46198, -0.34317], [3.16725, 0.15900, 0.72497], [-0.31005, 2.11579, -0.52730], [1.77575, -0.91341, -1.14152], [-1.46439, -0.82784, 0.42327], [-1.40165, 0.28250, -0.37214], [-0.18015, 1.07408, -0.78561], [-3.19817, -1.89357, 1.04421], [-4.55510, -0.22628, -0.40832], [-2.79666, -1.17301, 0.48962], [3.94497, 0.41140, 1.35068], [4.02936, -1.57037, -0.38633], [-2.63407, 0.66198, -0.78576], [1.67409, 1.71134, 1.33267], [-0.69001, -1.23800, 1.11630]], "nbo_charge": [-0.42, -0.26, 0.17, 0.23, -0.20, -0.25, 0.24, 0.44, -0.12, 0.09, -0.46, 0.42, 0.20, -0.53, 0.22, 0.24, -0.46, 0.22, 0.23], "total_charge": 0, "max_force_ev_per_a": 2.3, "e_tot_ev": -22240.902, "smiles": "c1csc(Cc2c[nH]cn2)c1", "mol_weight_g_mol": 164.23, "orbital_gap_ev": 9.4, "e_homo_ev": -8.52}


(5)
{"formula": "C8H8N3O3", "method": "wB97M-V/def2-TZVPD", "symbols": ["H", "N", "H", "C", "C", "N", "N", "C", "H", "H", "C", "H", "O", "H", "C", "C", "C", "O", "O", "H", "H", "C"], "xyz": [[-2.75931, -0.84871, -0.86556], [1.57854, 0.49924, 0.87825], [-0.92493, -2.19489, 0.36037], [-1.82325, 0.91018, 0.19782], [0.67295, 0.65982, -0.09004], [-2.19767, -1.15552, -1.68730], [1.95584, 2.39705, -1.12278], [-1.01212, -0.55122, -1.74789], [0.33312, -1.42471, 1.34747], [-2.66885, -1.38306, -2.55175], [2.64154, 1.29231, 0.85189], [-1.37696, -1.09586, 1.66256], [-1.59236, 2.10920, 0.22174], [3.34777, 1.16609, 1.66655], [2.84441, 2.22652, -0.14298], [-0.63902, -1.28444, 0.88043], [0.87998, 1.64294, -1.08402], [-2.90886, 0.30816, 0.32109], [-0.26489, -0.41899, -2.68394], [0.16026, 1.79904, -1.86954], [3.72137, 2.86204, -0.17629], [-0.57636, -0.09348, -0.05491]], "nbo_charge": [0.45, -0.42, 0.21, 0.80, 0.20, -0.87, -0.41, 0.73, 0.22, 0.37, -0.03, 0.23, -0.72, 0.18, -0.05, -0.62, 0.07, -0.79, -0.65, 0.21, 0.18, -0.29], "total_charge": -1, "max_force_ev_per_a": 3.5, "e_tot_ev": -19040.652, "smiles": "C[C@@](C(N)=O)(C(=O)[O-])c1cnccn1", "mol_weight_g_mol": 194.17, "orbital_gap_ev": 8.5, "e_homo_ev": -4.84}


(6)
{"formula": "C8H8N4", "method": "wB97M-V/def2-TZVPD", "symbols": ["C", "N", "C", "N", "H", "C", "C", "N", "H", "C", "H", "H", "H", "H", "C", "N", "C", "H", "H", "C"], "xyz": [[-0.70479, -0.59359, -1.75269], [1.61714, -1.49116, 1.17479], [0.90676, -1.65574, 0.05934], [1.07940, -2.88877, -0.48563], [-2.39081, 2.34992, -1.17503], [-1.68812, 1.54007, -1.12323], [-0.01289, 0.63336, 0.30315], [1.65770, -0.38033, 1.86846], [-2.12488, 0.50325, -2.85685], [-1.54406, 0.46902, -2.01204], [1.66510, 1.42647, 3.11813], [-0.59389, -1.37012, -2.48883], [0.61223, -3.09993, -1.41501], [-1.05893, 2.54008, 0.66678], [-0.91616, 1.64244, -0.06210], [1.09119, 1.74223, 2.31474], [0.86868, 0.63436, 1.52187], [0.28790, 2.16062, 2.73732], [1.16774, -3.61454, 0.12489], [0.08069, -0.54764, -0.51806]], "nbo_charge": [-0.19, -0.29, 0.35, -0.79, 0.22, -0.22, -0.09, -0.27, 0.21, -0.19, 0.39, 0.21, 0.38, 0.21, -0.16, -0.81, 0.34, 0.37, 0.40, -0.07], "total_charge": 0, "max_force_ev_per_a": 5.3, "e_tot_ev": -14384.967, "smiles": "Nc1nnc(N)c2ccccc12", "mol_weight_g_mol": 160.18, "orbital_gap_ev": 8.0, "e_homo_ev": -7.60}